The following is a DFT calculation (ωB97M-V/def2-TZVPD) of a single C2H6N4O2 molecule.

Properties
Highest occupied orbital energy (eV): -8.920
Kohn-Sham gap (eV): 9.341
Total charge: 0
LUMO energy (eV): 0.4
ΔE to the lowest compared entry with this formula, charge and spin (kcal/mol): 86.04

```
14
Properties=species:S:1:pos:R:3:forces:R:3
H 1.44410 0.07408 -2.88555 0.62 0.15 -0.15
N 1.18606 0.23776 -1.92339 1.26 0.38 -0.54
C -0.08435 0.23302 -1.91078 -1.30 -0.84 0.27
N -0.89973 0.33431 -0.84135 0.30 -0.12 1.10
C -0.44087 0.19149 0.40138 1.03 -0.61 -1.61
N 0.65911 -0.48858 0.83333 -1.12 0.86 -0.11
O 1.42628 -1.26144 0.02258 0.61 -0.19 -0.42
N -1.14677 0.85444 1.34670 -0.85 0.01 2.24
O -0.85409 0.47564 2.70399 -1.03 -1.87 -0.77
H -0.61808 0.05376 -2.84179 -0.25 0.33 -0.07
H 0.83937 -0.61135 1.81982 0.08 0.32 -0.23
H 1.78758 -0.62710 -0.73525 -1.01 -0.37 0.70
H -2.15654 1.04135 1.20008 1.21 -0.32 -0.13
H -1.14209 -0.50738 2.81023 0.46 2.26 -0.29
```
Forces are in eV/Å.


The following is a DFT calculation (ωB97M-V/def2-TZVPD) of a gas-phase ion, C2H6N4O2 (charge +2).

Properties
Highest occupied orbital energy (eV): -20.097
Kohn-Sham gap (eV): 7.997
Total charge: +2
LUMO energy (eV): -12.1
ΔE to the lowest compared entry with this formula, charge and spin (kcal/mol): 51.02

```
14
Properties=species:S:1:pos:R:3:forces:R:3
H 2.85950 0.59149 -0.22246 -2.23 -0.21 0.10
N 1.80807 0.87753 -0.15327 0.53 1.11 0.27
N 0.88546 0.07110 -0.04316 3.11 -1.48 -0.46
N 0.98682 -1.23606 -0.07322 -5.23 -0.27 0.03
C -0.47457 0.62505 0.04760 -5.43 -1.86 0.56
O -0.60559 1.85061 -0.04162 0.47 1.73 -0.17
N -1.67718 -0.09618 0.20070 5.91 0.20 -0.24
C -3.08391 0.39272 0.07238 -1.40 -1.46 -1.11
O -3.87140 -0.44793 -0.18916 0.75 0.67 0.57
H 0.07505 -1.72183 -0.05450 1.04 0.27 -0.10
H 1.71799 -1.86892 -0.01355 2.94 -0.49 0.17
H 0.19805 2.41108 -0.17699 0.06 -0.16 0.04
H -1.59869 -1.12959 0.26164 -0.63 0.90 0.02
H -3.23513 1.44476 0.12356 0.11 1.04 0.32
```
Forces are in eV/Å.


The following is a DFT calculation (ωB97M-V/def2-TZVPD) of a molecular structure, C2H6N4OS.

Properties
Highest occupied orbital energy (eV): -8.626
Kohn-Sham gap (eV): 8.468
Total charge: 0
LUMO energy (eV): -0.2
ΔE to the lowest compared entry with this formula, charge and spin (kcal/mol): 181.15

```
14
Properties=species:S:1:pos:R:3:forces:R:3
C 0.68077 -0.47637 0.73719 -4.59 -1.77 3.18
C -2.07214 -0.50602 0.21449 -1.20 5.06 -1.21
H 2.25437 -0.55040 -0.87877 1.29 1.26 -0.10
H 3.39898 0.54721 -0.25592 2.18 0.04 0.72
H -0.07014 -0.54750 1.69923 2.24 -0.04 -2.23
H 0.01316 -0.72923 -1.29609 0.63 -0.35 1.82
H -3.13929 -0.82902 0.04958 1.26 -0.05 0.83
H -1.74984 2.72099 -0.82801 3.38 -1.31 1.96
N 2.46309 0.33947 -0.36802 -4.50 -2.55 0.42
N 1.75151 0.08976 0.90029 3.84 2.35 -1.55
N 0.08518 -1.18304 -0.33077 0.86 1.60 -2.01
N -1.92108 0.79734 0.24978 -0.33 -3.02 0.45
O -1.20708 -1.47337 0.01665 -0.65 -2.98 0.22
S -0.48749 1.80018 0.09037 -4.42 1.77 -2.49
```
Forces are in eV/Å.


The following is a DFT calculation (ωB97M-V/def2-TZVPD) of a molecular structure, C2H6N4OS.

Properties
Highest occupied orbital energy (eV): -8.423
Kohn-Sham gap (eV): 7.700
Total charge: 0
LUMO energy (eV): -0.7
ΔE to the lowest compared entry with this formula, charge and spin (kcal/mol): 146.99

```
14
Properties=species:S:1:pos:R:3:forces:R:3
C 0.01108 -0.01415 -0.44424 -1.48 2.40 1.72
C 1.05285 -0.75717 0.20047 2.95 -1.55 1.21
H -1.11970 1.71564 -1.14646 -3.39 -0.12 3.42
H -2.22102 2.09462 0.78489 1.50 -2.99 -4.13
H -0.40937 0.53223 -2.36274 0.42 0.11 0.62
H 1.04497 -0.08063 -2.12727 0.93 0.10 0.25
H 1.57936 -1.89699 1.95179 -0.75 2.27 -1.81
H -0.72362 -0.45453 1.59902 -0.16 -1.11 1.13
N -1.89624 1.25144 -0.17177 2.34 4.33 -0.13
N -0.92664 0.47225 0.38231 1.17 -1.70 -1.97
N 0.37620 0.53556 -1.68495 -2.91 -0.55 -0.75
N 1.00327 -1.08731 1.51102 -0.18 -2.44 0.99
O -0.26402 -1.25177 2.07856 -0.61 1.45 -0.21
S 2.49286 -1.05920 -0.57063 0.18 -0.21 -0.35
```
Forces are in eV/Å.


The following is a DFT calculation (ωB97M-V/def2-TZVPD) of a single C2H6N4S molecule.

Properties
Highest occupied orbital energy (eV): -8.617
Kohn-Sham gap (eV): 9.434
Total charge: 0
LUMO energy (eV): 0.8
ΔE to the lowest compared entry with this formula, charge and spin (kcal/mol): 45.65

```
13
Properties=species:S:1:pos:R:3:forces:R:3
H 1.30986 1.62959 2.67065 -0.13 -0.27 0.25
N 0.99828 0.68607 2.42720 0.43 0.30 -1.51
C 1.25268 0.54430 1.17801 -0.64 -1.20 1.64
N 1.02240 -0.66260 0.49474 -0.18 0.83 0.13
N 0.85933 -0.43535 -0.88417 1.55 -0.78 0.66
C -0.39757 -0.30978 -1.35024 -1.56 0.29 -0.69
N -1.36075 -0.05958 -0.57404 -1.21 0.02 0.34
S -2.91520 0.12191 -1.33578 0.48 -0.03 0.38
H 1.71780 1.24703 0.52430 0.32 0.75 -0.36
H 0.26102 -1.22303 0.87428 0.10 0.19 0.14
H 1.44810 -1.07785 -1.37856 0.12 -0.02 -0.54
H -0.53978 -0.39825 -2.42452 0.39 -0.12 -0.23
H -3.65619 -0.06247 -0.22187 0.34 0.05 -0.20
```
Forces are in eV/Å.


The following is a DFT calculation (ωB97M-V/def2-TZVPD) of a single C2H6N4S molecule.

Properties
Highest occupied orbital energy (eV): -9.352
Kohn-Sham gap (eV): 10.060
Total charge: 0
LUMO energy (eV): 0.7
ΔE to the lowest compared entry with this formula, charge and spin (kcal/mol): 0.00

```
13
Properties=species:S:1:pos:R:3:forces:R:3
H -1.93025 -1.86624 1.03389 0.08 -0.20 0.10
N -2.23339 -0.96153 0.70381 0.19 0.29 -0.31
C -1.36239 -0.42605 -0.04333 -0.19 0.39 0.01
N -1.52169 0.88320 -0.50789 -0.76 -0.17 0.28
S 0.13218 -1.24628 -0.60339 0.25 -0.08 0.09
C 1.52441 -0.23533 -0.00923 -0.07 -0.07 -0.14
N 1.30490 1.10179 0.14373 1.13 -0.49 0.04
N 2.66738 -0.75793 0.15581 -0.24 1.28 0.16
H 2.67990 -1.73299 0.00238 -0.01 -1.23 -0.20
H -1.23610 1.04042 -1.46511 0.03 -0.06 0.09
H -2.46963 1.22147 -0.30220 0.62 -0.13 -0.16
H 0.37475 1.41735 0.26836 -0.71 0.42 0.13
H 2.06995 1.56212 0.62316 -0.32 0.05 -0.08
```
Forces are in eV/Å.


The following is a DFT calculation (ωB97M-V/def2-TZVPD) of a molecular structure, C2H6N4S.

Properties
Highest occupied orbital energy (eV): -8.067
Kohn-Sham gap (eV): 5.754
Total charge: 0
LUMO energy (eV): -2.3
ΔE to the lowest compared entry with this formula, charge and spin (kcal/mol): 187.23

```
13
Properties=species:S:1:pos:R:3:forces:R:3
C -0.25616 0.59861 -1.18155 0.42 2.18 1.28
C 0.18137 0.56323 1.20722 0.07 0.80 2.41
N -0.31467 -0.67333 -2.14772 -0.04 1.22 0.27
N -0.46523 -2.15968 -0.35955 -0.66 1.81 0.88
N -0.59767 0.31714 0.09670 -1.13 -0.13 -3.13
N -0.23119 -1.71574 -1.49541 0.31 -4.79 -0.74
S 0.36051 -2.66631 -2.89792 0.18 0.01 -0.04
H 0.64511 1.17796 -1.42704 0.61 -0.52 0.45
H -0.97968 1.12814 -1.79495 -1.01 -0.18 0.40
H 0.39749 -0.40220 1.76456 -0.06 1.21 -0.55
H 1.05350 1.26052 1.13648 -0.20 -0.85 -0.35
H -0.57898 1.13078 1.84900 1.04 -0.74 -0.19
H -0.25584 -3.14188 -0.24110 0.47 -0.02 -0.68
```
Forces are in eV/Å.


The following is a DFT calculation (ωB97M-V/def2-TZVPD) of a single C2H6N4S molecule.

Properties
Highest occupied orbital energy (eV): -7.714
Kohn-Sham gap (eV): 7.480
Total charge: 0
LUMO energy (eV): -0.2
ΔE to the lowest compared entry with this formula, charge and spin (kcal/mol): 158.94

```
13
Properties=species:S:1:pos:R:3:forces:R:3
C -1.83807 0.56693 1.30428 4.92 -0.24 0.16
C 1.83577 0.57681 -1.23018 2.67 -3.63 1.14
N -0.58885 -1.26718 0.59186 2.51 -2.62 0.81
N 0.44555 -0.80659 -0.03992 0.69 0.53 -0.78
N 0.56380 0.24687 -0.73481 -1.98 -0.80 0.31
N -1.79761 -0.63176 0.75488 1.80 4.98 0.44
S -3.10626 -1.36613 0.23245 -2.50 -2.08 -1.14
H -2.65266 1.13907 1.45769 -3.33 0.74 0.14
H -0.93383 1.21115 1.61804 -0.81 -1.97 -0.77
H 1.96864 1.52989 -0.80838 1.30 1.30 0.29
H 2.67608 -0.29458 -0.84465 -1.74 2.37 -0.50
H 2.04994 0.54887 -2.28993 -0.85 0.23 -0.45
H 1.37749 -1.45335 -0.01132 -2.68 1.20 0.36
```
Forces are in eV/Å.


The following is a DFT calculation (ωB97M-V/def2-TZVPD) of a single C2H6N4S molecule.

Properties
Highest occupied orbital energy (eV): -9.070
Kohn-Sham gap (eV): 9.139
Total charge: 0
LUMO energy (eV): 0.1
ΔE to the lowest compared entry with this formula, charge and spin (kcal/mol): 26.25

```
13
Properties=species:S:1:pos:R:3:forces:R:3
H -1.74973 -0.64333 -1.45572 0.17 0.97 0.23
N -1.53686 0.22810 -0.93175 0.60 -0.83 0.33
C -0.41775 0.07496 -0.29857 -0.70 -0.16 -0.35
N 0.04217 0.97413 0.60887 -0.29 -0.34 -0.96
N -0.76099 2.05496 0.93149 -0.74 0.32 0.32
N 0.38947 -1.06223 -0.56804 0.09 -1.49 -1.52
C 1.51482 -1.60936 -0.04617 -0.24 1.97 1.51
S 2.38837 -1.05740 1.24123 -0.29 -0.40 -0.54
H 0.77217 0.72108 1.24047 0.46 -0.10 0.23
H -0.82537 2.67775 0.11804 -0.15 -0.45 0.43
H -1.70568 1.69506 1.15897 0.64 0.49 -0.40
H 0.08009 -1.57488 -1.42607 0.16 0.88 1.24
H 1.80928 -2.47884 -0.57275 0.30 -0.86 -0.52
```
Forces are in eV/Å.


The following is a DFT calculation (ωB97M-V/def2-TZVPD) of a single C2H6N4S2 molecule.

Properties
Highest occupied orbital energy (spin up / spin down) (eV): -7.997 / -7.997
Kohn-Sham gap (spin up / spin down) (eV): 6.772 / 6.770
Total charge: 0
LUMO energy (spin up / spin down) (eV): -1.2 / -1.2
ΔE to the lowest compared entry with this formula, charge and spin (kcal/mol): 119.60

```
14
Properties=species:S:1:pos:R:3:forces:R:3
N -1.59916 -0.22368 -1.01334 -2.63 -1.63 -2.89
C -0.72777 -0.47953 0.00053 0.78 3.13 0.86
C 0.60733 0.25278 0.10979 -2.67 -0.51 1.49
N 1.75774 -0.34461 0.60693 -0.99 0.37 -0.69
N -0.71598 0.53838 1.07630 1.96 -1.75 0.79
N -1.53277 1.58049 1.28944 -1.66 -1.48 0.41
S -1.02855 3.03144 0.98759 1.25 2.47 -0.64
S -3.09771 1.38085 2.00664 1.32 -0.78 -0.84
H -2.01539 0.68446 -0.99195 -0.01 0.54 0.00
H -2.35916 -0.90206 -1.35571 2.09 1.11 1.32
H -0.58451 -1.41083 0.37735 -0.53 -3.11 0.78
H 0.68441 1.04351 -0.53303 0.54 1.95 -1.57
H 1.54378 -1.14287 1.14560 -0.15 -1.09 0.61
H 2.32510 0.25473 1.15264 0.69 0.79 0.38
```
Forces are in eV/Å.